The following is a quantum chemistry calculation of 4 unconnected molecules or ions with the total composition C3H15NO3 in a non-equilibrium geometry, from the OMol25 dataset.

CARTESIAN COORDINATES (ANGSTROEM)
C 2.165 -0.699 -0.039
N 0.776 -0.482 -0.168
C 0.418 0.905 0.354
C 0.110 -1.006 -1.436
H 2.751 -1.210 -0.836
H 2.374 -1.472 0.795
H 2.781 0.247 0.035
H 0.647 1.651 -0.452
H -0.594 1.048 0.514
H 1.133 0.975 1.153
H -0.707 -0.488 -1.467
H -0.224 -2.035 -1.395
H 0.902 -0.983 -2.192
O -2.844 -1.076 -0.050
H -2.258 -1.500 0.589
H -2.925 -0.166 -0.143
O -0.723 -0.784 2.530
H 0.060 -1.084 2.855
H -0.543 -0.412 1.641
O -1.306 2.491 -0.742
H -1.070 3.092 -1.467
H -0.924 2.989 -0.079

Values from the calculation:
Gap between HOMO and LUMO ... 8.61 eV
Structure (SMILES) ... CN(C)C.O.O.O
Lowest unoccupied orbital energy ... 0.4 eV
E ... -10983.9505 eV
ΔE to the lowest compared entry with this formula, charge and spin ... 84.4 kcal per mole

---

The following is a quantum chemistry calculation of a molecular structure, C2H3FNP in a non-equilibrium geometry, from the OMol25 dataset.

CARTESIAN COORDINATES (ANGSTROEM)
C -1.135 0.128 -0.617
C 1.077 -0.096 0.617
N -1.304 -0.361 -1.656
F -0.729 1.179 1.999
P 0.323 1.406 0.822
H 0.748 -1.055 1.099
H 2.037 -0.217 0.088
H -1.016 -0.984 -2.352

Values from the calculation:
Gap between HOMO and LUMO ... 8.49 eV
Lowest unoccupied orbital energy ... 0.3 eV
E ... -15616.3244 eV
ΔE to the lowest compared entry with this formula, charge and spin ... 27.4 kcal per mole